ORCA calculation (ωB97M-V/def2-TZVPD) on C31H52EuP2 as an isolated structure in a non-equilibrium geometry.

LUMO (alpha / beta) in eV: -2.2 / -4.6
Multiplicity: 7
Net charge: +1
HOMO-LUMO gap (alpha / beta) in eV: 6.8902 / 6.0236
Energy in eV: -70881.73928
Highest occupied orbital energy (alpha / beta) in eV: -9.08 / -10.63

Each line ends with the Mulliken charge.
Geometry (Å):
Eu  1.603  -2.369  0.188  0.00
C  -0.332  -0.846  2.957  0.46
C  1.002  -1.301  2.739  0.34
C  0.979  0.995  2.539  0.49
C  -0.322  0.571  2.915  0.31
C  1.804  -0.156  2.423  0.64
C  -1.496  -1.707  3.250  -1.53
H  -1.423  -2.680  2.738  0.31
H  -2.437  -1.234  2.927  0.22
H  -1.580  -1.914  4.332  0.34
C  -1.434  1.471  3.304  -1.12
H  -2.374  0.914  3.407  0.34
H  -1.580  2.269  2.565  0.01
H  -1.230  1.959  4.273  0.35
C  1.427  2.396  2.382  -1.35
H  1.890  2.781  3.307  0.35
H  0.588  3.058  2.130  0.30
H  2.176  2.489  1.580  0.19
C  3.257  -0.146  2.122  -1.14
H  3.838  -0.008  3.051  0.33
H  3.529  0.679  1.443  0.19
H  3.635  -1.084  1.667  0.26
C  1.449  -2.731  2.807  -1.30
H  1.405  -3.110  3.835  0.44
H  2.505  -2.879  2.501  0.45
H  0.794  -3.437  2.236  0.47
C  0.184  -3.016  -1.606  -0.21
C  0.065  -3.859  -0.513  -0.02
C  0.895  -5.130  -0.385  -0.92
C  2.439  -5.098  -0.151  -1.06
C  3.248  -3.822  -0.328  -0.29
C  3.171  -3.061  -1.477  -0.53
C  2.491  -3.559  -2.748  -1.08
C  0.947  -3.437  -2.850  -1.02
H  0.733  -5.778  -1.262  0.46
H  2.834  -5.892  -0.807  0.45
H  0.458  -5.676  0.465  0.38
H  0.573  -4.403  -3.238  0.38
H  -0.436  -2.103  -1.699  0.18
H  -0.690  -3.653  0.279  0.62
H  0.712  -2.711  -3.647  0.44
H  2.916  -2.975  -3.583  0.43
H  3.774  -2.143  -1.595  0.70
H  2.755  -4.609  -2.974  0.43
H  2.643  -5.448  0.870  0.31
H  3.936  -3.539  0.492  0.81
P  -2.979  -0.295  -0.370  0.85
C  -4.425  0.470  0.497  -1.32
H  -5.355  0.095  0.045  0.51
H  -4.374  1.566  0.405  0.29
H  -4.391  0.197  1.563  0.29
C  -3.395  0.280  -2.068  -1.33
H  -4.483  0.270  -2.217  0.38
H  -2.909  -0.376  -2.801  0.40
H  -3.013  1.302  -2.193  0.30
C  -3.609  -2.016  -0.460  -1.25
H  -3.034  -2.579  -1.203  0.34
H  -4.674  -2.021  -0.725  0.43
H  -3.476  -2.492  0.519  0.30
P  1.626  1.550  -2.035  0.92
C  3.412  1.310  -1.632  -1.06
H  4.069  1.528  -2.485  0.43
H  3.555  0.265  -1.320  0.06
H  3.692  1.957  -0.789  0.34
C  1.557  0.562  -3.588  -1.15
H  2.040  -0.413  -3.431  0.14
H  2.027  1.081  -4.432  0.46
H  0.498  0.381  -3.817  0.34
C  1.559  3.284  -2.599  -1.28
H  2.169  3.451  -3.501  0.54
H  1.911  3.936  -1.780  0.32
H  0.506  3.537  -2.808  0.35
C  -1.251  2.786  -0.032  -0.61
C  -1.765  4.086  0.015  1.81
C  -1.161  5.163  -0.716  -0.24
C  -1.712  6.432  -0.702  -0.59
C  -2.871  6.700  0.052  -0.50
C  -3.466  5.676  0.809  -0.77
C  -2.934  4.390  0.807  -0.24
H  -0.366  2.553  -0.633  -0.55
H  -1.761  1.965  0.474  -0.18
H  -0.250  4.948  -1.288  0.03
H  -1.249  7.229  -1.278  0.41
H  -3.300  7.696  0.054  0.39
H  -4.354  5.884  1.400  0.39
H  -3.383  3.591  1.399  0.27